{"formula": "C6H14N2O", "method": "wB97M-V/def2-TZVPD", "de_lowest_ev": 3.273, "total_charge": 0, "smiles": "C[C@H](CN)C[C@H](C)N=O", "gap_ev": 9.09, "max_force_ev_per_a": 1.6, "elements": ["C", "C", "C", "N", "C", "C", "C", "N", "O", "H", "H", "H", "H", "H", "H", "H", "H", "H", "H", "H", "H", "H", "H"], "coordinates": [[-2.174, -0.857, 0.061], [-0.912, 0.010, 0.061], [-1.017, 1.113, -1.023], [-0.310, 0.756, -2.246], [0.311, -0.898, -0.134], [1.633, -0.318, 0.428], [1.733, -0.444, 1.942], [1.738, 1.030, -0.081], [1.679, 1.941, 0.719], [-3.049, -0.246, 0.233], [-2.277, -1.350, -0.903], [-2.126, -1.615, 0.838], [-0.849, 0.505, 1.037], [-0.654, 2.067, -0.599], [-2.069, 1.243, -1.267], [-0.636, 1.340, -3.008], [0.685, 0.929, -2.128], [0.146, -1.849, 0.377], [0.417, -1.092, -1.202], [2.453, -0.854, -0.060], [2.615, 0.081, 2.301], [1.801, -1.489, 2.231], [0.863, -0.003, 2.422]], "nbo_charge": [-0.596, -0.237, -0.222, -0.859, -0.401, -0.148, -0.634, 0.134, -0.289, 0.206, 0.209, 0.203, 0.199, 0.176, 0.191, 0.362, 0.369, 0.217, 0.244, 0.222, 0.222, 0.217, 0.217]}